A cluster of 4 separate species, CH10N2O4 in total, computed with ωB97M-V with the def2-TZVPD basis set.

Each line ends with the Mulliken charge.
Atoms and positions in Å:
O  -1.555  -3.502  0.177  -0.65
O  -3.249  -0.968  0.057  -0.63
O  3.198  3.096  -0.269  -0.55
O  -0.344  -0.987  0.125  -0.72
N  0.978  2.742  0.166  -0.32
N  2.402  0.983  0.211  -0.41
C  2.289  2.404  0.079  0.45
H  3.354  0.773  -0.002  0.20
H  -0.977  -2.814  -0.156  0.36
H  1.940  0.513  0.950  0.27
H  -1.608  -4.336  -0.312  0.32
H  0.534  -0.834  -0.280  0.35
H  0.290  2.077  0.021  0.13
H  0.566  3.657  0.005  0.23
H  -2.780  -1.669  -0.406  0.32
H  -4.129  -0.888  -0.342  0.31
H  -0.909  -0.247  -0.023  0.35

For the largest force on an atom, the calculation gives 2.6 eV/Å. The LUMO energy is 0.4 eV. Its SMILES is NC(N)=O.O.O.O. As for the HOMO-LUMO gap: 10.78 eV.

An isolated molecule of C6H10N2, computed with ωB97M-V with the def2-TZVPD basis set.

Each line ends with the Mulliken charge.
Atoms and positions in Å:
N  0.980  2.278  0.431  -0.70
N  -0.318  0.647  -0.840  -0.17
C  2.105  -0.909  -0.759  -0.54
C  0.694  1.084  -0.010  0.58
C  1.761  -0.029  0.159  -0.31
C  -0.973  -1.317  0.736  -1.28
C  -1.673  0.995  -0.444  -0.44
C  -1.180  -0.409  -0.367  0.27
H  -0.429  -0.882  1.761  0.27
H  2.435  0.109  1.125  0.23
H  -1.983  -1.542  1.278  0.32
H  -1.761  1.502  0.527  0.31
H  -1.452  -1.170  -1.144  0.21
H  2.975  -1.538  -0.189  0.22
H  -2.617  1.452  -1.108  0.18
H  0.295  3.173  0.156  0.27
H  1.554  -1.208  -1.775  0.28
H  -0.412  -2.236  0.463  0.32

For the largest force on an atom, the calculation gives 6.6 eV/Å. The LUMO energy is 1.0 eV. Its SMILES is [H]/N=C(/C=C)N1C[C@@H]1C. As for the HOMO-LUMO gap: 10.15 eV.